[1]
ORCA calculation (ωB97M-V with the def2-TZVPD basis set) on a 2-piece molecular cluster, C4H12 overall at a distorted geometry.

Computed properties:
E_LUMO: 1.112 eV
electronic energy: -4341.5301 eV
relative energy (zero: lowest compared OMol25 entry of this formula, charge and spin): 96.3 kJ/mol
E_HOMO: -11.522 eV
gap between HOMO and LUMO: 0.4643 Eh
SMILES: CC.CC

Last column: natural (NBO) charge in e.
Atoms and positions in Å:
C  -1.96880  -1.84623  -0.33235  -0.627
C  -0.48248  -1.81279  0.02135  -0.620
C  0.70506  2.16229  -0.31406  -0.603
C  1.78041  1.49387  0.61913  -0.614
H  -0.20035  1.65864  0.00335  0.200
H  -0.29681  -2.41805  0.93764  0.210
H  -2.71566  -1.55205  0.43149  0.202
H  0.94479  1.85170  -1.28850  0.200
H  1.59066  1.86099  1.71475  0.209
H  -0.14905  -0.75120  0.35617  0.207
H  -2.43908  -2.80922  -0.58898  0.208
H  -2.23921  -1.09983  -1.07340  0.204
H  0.69107  3.28152  -0.19982  0.204
H  1.76138  0.48555  0.31870  0.206
H  2.84391  1.71219  0.34190  0.199
H  0.00322  -2.20304  -0.91776  0.214

[2]
ORCA calculation (ωB97M-V with the def2-TZVPD basis set) on a 2-piece molecular cluster, C4H12 overall at a distorted geometry.

Computed properties:
E_LUMO: 1.114 eV
electronic energy: -4341.8983 eV
relative energy (zero: lowest compared OMol25 entry of this formula, charge and spin): 60.8 kJ/mol
E_HOMO: -11.431 eV
gap between HOMO and LUMO: 0.4610 Eh
SMILES: CC.CC

Last column: natural (NBO) charge in e.
Atoms and positions in Å:
C  1.13285  -2.39802  -1.12296  -0.608
C  -0.70822  1.31023  0.50262  -0.614
C  1.52769  -1.12951  -0.24563  -0.619
C  -1.90889  2.19532  0.83901  -0.616
H  -1.05251  0.28829  0.31626  0.202
H  -1.66688  3.16816  0.41266  0.203
H  -0.12785  1.67872  -0.33900  0.207
H  -2.04119  2.32974  1.91511  0.205
H  2.04282  -2.99223  -1.14922  0.203
H  0.31540  -2.92058  -0.62838  0.201
H  -0.03451  1.18678  1.35560  0.208
H  1.55928  -0.30806  -0.96561  0.209
H  0.69518  -0.80365  0.36199  0.202
H  0.81229  -2.05940  -2.10203  0.201
H  2.34314  -1.44036  0.38050  0.209
H  -2.88859  1.89457  0.46907  0.207

Q: The lowest E_HOMO belongs to which entry?
A: number 1